Molecular formula: C6H9NO
Method: DFT, the ωB97M-V functional and the def2-TZVPD basis

Positions of all 17 atoms, in Å:
1 C -0.6269 0.2175 2.6704
2 N -0.5617 -0.3676 1.5544
3 C 0.4773 -0.1142 0.5944
4 C 1.4409 0.8001 0.7414
5 C 0.3946 -1.0559 -0.5900
6 C -0.0310 -0.3985 -1.9080
7 C -1.2977 0.3935 -1.7796
8 O -1.6334 1.2942 -2.5072
9 H 0.1791 0.8169 3.0908
10 H -1.5584 0.0510 3.2024
11 H 1.9105 1.3535 -0.0586
12 H 1.5447 1.2176 1.7351
13 H 1.3865 -1.4898 -0.6955
14 H -0.2381 -1.8902 -0.2837
15 H 0.8257 0.1275 -2.2970
16 H -0.3153 -1.1944 -2.6110
17 H -1.8968 0.2390 -0.8584

Output
Calculated total energy   -363.9329 hartree
Largest force on an atom   0.0335 hartree/bohr
HOMO-LUMO gap   9.492 eV
E_HOMO   -9.3439 eV
Structure (SMILES)   C=NC(=C)CCC=O

Molecular formula: C37H43B2N2O12PS
Method: DFT, the ωB97M-V functional and the def2-TZVPD basis

Positions of all 98 atoms, in Å:
1 C 4.6753 -0.0378 3.1381
2 O 3.9767 0.1658 1.8990
3 B 2.9857 -0.7112 1.6425
4 O 3.0143 -1.9892 2.1649
5 C 1.7137 -0.3249 0.7288
6 C 0.6886 0.3724 1.3798
7 P 1.0155 0.7292 3.1549
8 C -0.5417 0.1623 3.9608
9 O 1.0274 2.3637 3.3018
10 C -0.4792 0.7061 0.6838
11 C -0.6027 0.3454 -0.6647
12 C 0.4130 -0.3543 -1.3369
13 C 0.1988 -0.7173 -2.7899
14 N 0.8667 0.3161 -3.5753
15 C 1.5826 -0.6854 -0.6208
16 S 2.9427 -1.5928 -1.3507
17 C 2.7145 -3.2463 -0.7426
18 O 4.1954 -1.0497 -0.8963
19 O 2.8446 -1.6915 -2.7796
20 C -1.8856 0.7321 -1.3252
21 O -1.9511 1.1774 -2.4382
22 C -3.0792 0.5522 -0.4629
23 C -4.2833 0.0368 -0.9435
24 O -4.4378 -0.3093 -2.2651
25 C -5.3701 -0.1539 -0.0837
26 C -6.6184 -0.7532 -0.6870
27 C -6.5434 -2.2781 -0.8396
28 O -7.8214 -2.9071 -0.6053
29 C -8.5173 -3.0281 -1.7612
30 O -8.7498 -4.0715 -2.2546
31 C -5.2444 0.1946 1.2639
32 N -6.2955 0.0605 2.2481
33 C -7.4970 0.8561 1.9692
34 C -6.5797 -1.2325 2.6970
35 C -5.5360 -2.3079 2.6395
36 O -7.6462 -1.4646 3.2024
37 C -4.0510 0.7293 1.7592
38 B -4.0378 1.1163 3.3051
39 C -4.1084 2.6337 3.7270
40 O -4.0256 0.1081 4.2260
41 C -2.9753 0.8898 0.8878
42 C -1.6425 1.4041 1.3171
43 O -1.4963 2.3187 2.0753
44 H 5.5157 -0.7045 2.9750
45 H 4.0138 -0.4178 3.9073
46 H 5.0511 0.9293 3.4551
47 H 2.1346 -2.3730 2.1322
48 H -1.1962 1.0152 4.1102
49 H -0.3184 -0.3228 4.9023
50 H -1.0385 -0.5581 3.3127
51 H 1.5503 2.5505 4.0887
52 H -0.8602 -0.8153 -3.0197
53 H 0.6492 -1.6735 -3.0026
54 H 0.3162 1.1656 -3.4931
55 H 0.8456 0.0786 -4.5611
56 H 1.9742 -3.6846 -1.4057
57 H 3.6457 -3.7885 -0.8331
58 H 2.3005 -3.2535 0.2550
59 H -3.6687 -0.8164 -2.5414
60 H -6.6939 -0.3590 -1.6953
61 H -7.5269 -0.4637 -0.1804
62 H -5.8103 -2.7224 -0.1815
63 H -6.2304 -2.5233 -1.8516
64 H -8.9142 -2.1041 -2.1970
65 H -7.2791 1.6302 1.2432
66 H -8.3116 0.2553 1.5791
67 H -7.8648 1.3221 2.8758
68 H -5.0958 -2.4591 3.6173
69 H -4.7295 -2.1287 1.9358
70 H -6.0490 -3.2147 2.3418
71 H -5.1143 2.8353 4.0938
72 H -3.3785 2.8404 4.5101
73 H -3.9102 3.2910 2.8922
74 H -3.6532 0.4377 5.0516
75 C 3.6999 1.9312 -6.1768
76 C 4.7609 2.6377 -6.7280
77 C 5.9650 2.7253 -6.0436
78 C 6.1069 2.1091 -4.8071
79 C 5.0440 1.4085 -4.2542
80 C 3.8393 1.3179 -4.9386
81 H 2.7620 1.8597 -6.7143
82 H 4.6495 3.1201 -7.6910
83 H 6.7934 3.2740 -6.4735
84 H 7.0468 2.1756 -4.2736
85 H 5.1513 0.9304 -3.2881
86 H 3.0149 0.7710 -4.5018
87 C 6.7985 0.1754 0.3830
88 C 7.7075 -0.3124 -0.5473
89 C 9.0691 -0.1018 -0.3748
90 C 9.5276 0.6035 0.7291
91 C 8.6222 1.1013 1.6554
92 C 7.2608 0.8869 1.4822
93 H 5.7408 -0.0054 0.2281
94 H 7.3491 -0.8605 -1.4100
95 H 9.7735 -0.4870 -1.1014
96 H 10.5891 0.7674 0.8656
97 H 8.9781 1.6591 2.5128
98 H 6.5583 1.2807 2.2023

Output
Calculated total energy   -3237.4903 hartree
Largest force on an atom   0.0333 hartree/bohr
HOMO-LUMO gap   7.407 eV
E_HOMO   -8.8677 eV
Structure (SMILES)   COB(O)c1c(P(C)O)c2c(c(CN)c1S(C)(=O)=O)C(=O)c1c(O)c(CCOC=O)c(N(C)C(C)=O)c(B(C)O)c1C2=O.c1ccccc1.c1ccccc1

The highest largest force on an atom belongs to which entry?
C6H9NO

Which formula does entry 1 have?
C6H9NO